ORCA calculation (ωB97M-V/def2-TZVPD) on a molecular structure, C43H37IrN4O2P2S3Te.

Output
Net charge   0
Relative energy (zero: lowest compared OMol25 entry of this formula, charge and spin)   11.0 kcal per mole
HOMO   -7.107 eV
Spin multiplicity   1

Last column: Löwdin charge in e.
Element x y z (Å)
Ir1 0.3576 0.6168 -0.0619  0.57
S1 -1.4061 1.8946 1.0180  0.34
P1 -2.1814 0.0199 1.0221  0.47
C1 -1.0520 -0.7187 -0.0217  -0.75
P2 -0.2555 -2.1076 -0.6118  0.49
S2 1.3917 -1.2179 -1.3820  0.34
C2 0.1063 -3.3433 0.6438  -0.35
C3 1.3631 -3.9333 0.7128  -0.09
C4 1.6244 -4.8792 1.6925  -0.06
C5 0.6366 -5.2296 2.6020  -0.07
C6 -0.6177 -4.6388 2.5352  -0.07
C7 -0.8857 -3.6970 1.5543  -0.09
C8 -1.2324 -2.9460 -1.8824  -0.33
C9 -1.6075 -2.1864 -2.9921  -0.10
C10 -2.4345 -2.7313 -3.9588  -0.07
C11 -2.8890 -4.0391 -3.8254  -0.08
C12 -2.5121 -4.7991 -2.7297  -0.08
C13 -1.6830 -4.2552 -1.7551  -0.07
C14 -3.8922 -0.0882 0.4802  -0.35
C15 -4.8649 0.7152 1.0709  -0.09
C16 -6.1845 0.6099 0.6634  -0.08
C17 -6.5328 -0.2944 -0.3334  -0.08
C18 -5.5642 -1.0897 -0.9260  -0.07
C19 -4.2388 -0.9868 -0.5224  -0.06
C20 -2.1236 -0.7339 2.6603  -0.34
C21 -0.9269 -0.6220 3.3695  -0.08
C22 -0.7692 -1.2913 4.5692  -0.05
C23 -1.8091 -2.0668 5.0711  -0.08
C24 -3.0051 -2.1670 4.3771  -0.09
C25 -3.1668 -1.5008 3.1672  -0.09
H1 2.1396 -3.6188 0.0280  0.09
H2 2.6068 -5.3278 1.7589  0.11
H3 0.8488 -5.9587 3.3737  0.10
H4 -1.3854 -4.8989 3.2526  0.10
H5 -1.8622 -3.2306 1.5114  0.10
H6 -1.2519 -1.1666 -3.0812  0.09
H7 -2.7257 -2.1386 -4.8164  0.11
H8 -3.5351 -4.4659 -4.5818  0.10
H9 -2.8609 -5.8187 -2.6291  0.10
H10 -1.3907 -4.8521 -0.9010  0.10
H11 -4.5863 1.4260 1.8408  0.11
H12 -6.9421 1.2344 1.1183  0.11
H13 -7.5648 -0.3734 -0.6506  0.10
H14 -5.8327 -1.7886 -1.7077  0.10
H15 -3.4773 -1.5968 -0.9937  0.09
H16 -0.1207 -0.0161 2.9782  0.07
H17 0.1692 -1.2060 5.1016  0.11
H18 -1.6865 -2.5919 6.0101  0.10
H19 -3.8176 -2.7628 4.7734  0.10
H20 -4.0986 -1.5904 2.6222  0.10
N1 8.0744 0.9252 -0.0730  0.09
C26 6.7973 0.7597 0.4495  -0.32
C27 6.4667 1.2996 1.6934  -0.03
C28 5.2106 1.1000 2.2379  -0.06
C29 4.2719 0.3526 1.5404  -0.29
C30 4.5913 -0.2049 0.3078  -0.06
C31 5.8445 -0.0008 -0.2352  -0.03
S3 2.6427 0.1395 2.1667  0.58
O1 2.1451 -1.1001 1.6402  -0.37
O2 2.6561 0.3174 3.5895  -0.29
N2 1.7575 1.3170 1.3950  -0.29
C32 1.9604 2.6350 1.7016  -0.51
N3 1.3089 3.5419 0.9441  -0.04
C33 1.4260 4.8185 1.2815  -0.14
C34 2.1948 5.2533 2.3425  -0.06
C35 2.8919 4.2531 3.0053  -0.12
N4 2.7926 2.9736 2.7007  0.13
H21 8.5916 1.7140 0.2775  0.09
H22 8.1595 0.8112 -1.0691  0.09
H23 7.2076 1.8742 2.2375  0.11
H24 4.9453 1.5125 3.2005  0.11
H25 3.8515 -0.8031 -0.2094  0.06
H26 6.0992 -0.4422 -1.1919  0.11
H27 0.8862 5.5251 0.6573  0.11
H28 2.2793 6.2953 2.6096  0.10
H29 3.5757 4.4954 3.8140  0.11
C36 0.7791 1.6789 -3.5020  -0.41
Te1 1.4357 2.4324 -1.6024  1.39
C37 -0.1587 3.8170 -1.8937  -0.38
C38 -0.4085 3.8657 -3.3775  -0.28
C39 -1.0929 4.9233 -3.9695  -0.04
C40 -1.3090 4.9447 -5.3379  -0.09
C41 -0.8355 3.9053 -6.1294  -0.09
C42 -0.1532 2.8502 -5.5454  -0.04
C43 0.0614 2.8196 -4.1701  -0.29
H30 0.1142 0.8424 -3.2850  0.02
H31 1.6192 1.3100 -4.0880  0.06
H32 0.1243 4.7872 -1.4907  0.05
H33 -1.0152 3.4353 -1.3359  0.03
H34 -1.4546 5.7367 -3.3513  0.11
H35 -1.8370 5.7752 -5.7881  0.10
H36 -0.9908 3.9210 -7.2004  0.10
H37 0.2223 2.0413 -6.1612  0.11

Cartesian forces (eV/Å) of the 2 atoms listed first:
Ir -0.032 -0.074 -0.040
S -0.035 -0.005 0.069

=====

ORCA calculation (ωB97M-V/def2-TZVPD) on a molecular structure, C43H38BaN7.

Output
Net charge   +1
Relative energy (zero: lowest compared OMol25 entry of this formula, charge and spin)   19.7 kcal per mole
HOMO   -9.135 eV
Spin multiplicity   1

Last column: Löwdin charge in e.
Element x y z (Å)
Ba1 0.1191 0.9197 -0.2391  1.62
C1 -1.5433 -1.9176 2.5974  -0.15
C2 -2.2160 -2.0339 1.2146  -0.10
C3 -3.2718 -0.9785 1.0509  -0.29
C4 -4.6226 -1.2791 1.1978  -0.01
C5 -5.5598 -0.2654 1.1095  -0.04
C6 -5.1231 1.0317 0.8902  -0.05
C7 -3.7622 1.2444 0.7670  -0.17
N1 -2.8487 0.2728 0.8365  0.05
N2 -0.2570 -1.2012 2.5647  -0.15
C8 0.8755 -2.1375 2.6231  -0.14
C9 0.7941 -3.2462 1.6089  -0.29
C10 0.7098 -4.5706 2.0189  -0.02
C11 0.6332 -5.5694 1.0613  -0.05
C12 0.6336 -5.2042 -0.2733  -0.04
C13 0.7204 -3.8562 -0.5866  -0.12
N3 0.8053 -2.8892 0.3246  0.12
C14 -0.1231 -0.2900 3.7019  -0.15
C15 -1.0729 0.8748 3.6502  -0.29
C16 -2.1589 0.9712 4.5093  -0.02
C17 -2.9753 2.0896 4.4435  -0.04
C18 -2.6669 3.0851 3.5326  -0.06
C19 -1.5641 2.9022 2.7131  -0.16
N4 -0.7903 1.8199 2.7535  0.07
H1 -1.4124 -2.9123 3.0372  0.13
H2 -2.2224 -1.3803 3.2608  0.11
H3 -2.6599 -3.0221 1.0905  0.12
H4 -1.4545 -1.9147 0.4435  0.08
H5 -4.9275 -2.3017 1.3756  0.12
H6 -6.6150 -0.4817 1.2132  0.12
H7 -5.8168 1.8570 0.8148  0.11
H8 -3.3834 2.2481 0.6052  0.11
H9 0.9409 -2.5930 3.6231  0.13
H10 1.7975 -1.5713 2.4626  0.13
H11 0.7034 -4.8127 3.0735  0.12
H12 0.5715 -6.6092 1.3536  0.11
H13 0.5728 -5.9431 -1.0599  0.11
H14 0.7229 -3.5403 -1.6233  0.10
H15 0.8936 0.1068 3.6811  0.11
H16 -0.2455 -0.8210 4.6583  0.13
H17 -2.3492 0.1877 5.2315  0.12
H18 -3.8274 2.1878 5.1030  0.12
H19 -3.2567 3.9884 3.4631  0.11
H20 -1.2785 3.6693 1.9991  0.12
N5 2.3471 1.7580 1.6175  0.01
C20 2.5378 3.1644 1.4834  -0.29
C21 2.2334 3.9765 2.5706  -0.05
C22 2.4000 5.3501 2.4966  -0.09
C23 2.8848 5.9171 1.3283  -0.09
C24 3.1748 5.1012 0.2451  -0.03
C25 2.9969 3.7189 0.2862  -0.16
C26 3.2468 2.9212 -0.9524  -0.28
C27 4.4851 3.0569 -1.5845  -0.06
C28 4.7011 2.4962 -2.8358  -0.10
C29 3.6575 1.8360 -3.4697  -0.11
C30 2.4431 1.6908 -2.8055  -0.21
C31 2.1894 2.1771 -1.5126  -0.30
H21 2.3172 1.4949 2.5929  0.07
H22 3.0654 1.2328 1.1305  0.08
H23 1.8789 3.5204 3.4893  0.11
H24 2.1627 5.9687 3.3520  0.10
H25 3.0310 6.9863 1.2568  0.10
H26 3.5287 5.5397 -0.6799  0.12
H27 5.2812 3.6127 -1.1001  0.11
H28 5.6637 2.5997 -3.3203  0.10
H29 3.7901 1.4467 -4.4731  0.10
H30 1.6480 1.1757 -3.3459  0.07
C32 3.2321 -2.0058 -3.0227  -0.02
C33 2.4911 -1.3780 -2.0145  -0.16
N6 1.2094 -1.1039 -2.1153  0.01
C34 0.5690 -1.4368 -3.2536  -0.19
C35 1.2135 -2.0956 -4.3109  -0.14
C36 2.5855 -2.3688 -4.1718  0.01
C37 0.4767 -2.4806 -5.4818  -0.01
C38 -0.8374 -2.2128 -5.5861  -0.01
C39 -1.5265 -1.5109 -4.5391  -0.14
C40 -2.8895 -1.1883 -4.6385  0.01
C41 -3.4956 -0.4954 -3.6265  -0.03
C42 -2.7217 -0.1233 -2.5218  -0.13
N7 -1.4399 -0.4101 -2.3936  0.02
C43 -0.8384 -1.1076 -3.3845  -0.15
H31 4.2884 -2.1862 -2.8849  0.12
H32 2.9763 -1.0948 -1.0870  0.12
H33 3.1143 -2.8585 -4.9803  0.13
H34 1.0018 -2.9970 -6.2753  0.12
H35 -1.3990 -2.5133 -6.4613  0.12
H36 -3.4437 -1.4887 -5.5192  0.13
H37 -4.5416 -0.2275 -3.6704  0.11
H38 -3.1774 0.4280 -1.7075  0.09

Cartesian forces (eV/Å) of the 2 atoms listed first:
Ba -0.030 -0.516 0.513
C -0.032 0.001 0.048